Entry 1:
The ion C9H8ClO2S with charge -1 in a non-equilibrium geometry. Source: the OMol25 dataset; level of theory: ωB97M-V/def2-TZVPD.

## Properties
- ΔE to the lowest compared entry with this formula, charge and spin (kcal/mol) = 40.1
- gap between HOMO and LUMO (eV) = 6.1
- total charge = -1
- total energy (a.u.) = -1356.57748
- HOMO level (Eh) = -0.10851

Each line ends with the Löwdin charge.
Element x y z (Å)
C  1.343  -1.925  1.749  -0.107
C  2.033  -1.600  0.642  -0.145
C  0.134  -1.293  2.130  -0.019
C  1.557  -0.644  -0.174  -0.002
C  -0.412  -0.353  1.229  -0.236
C  0.270  -0.079  0.062  -0.057
C  -0.363  0.724  -1.068  -0.498
C  -1.656  0.297  1.612  -0.066
C  0.494  1.733  -3.023  -1.038
O  -1.565  0.614  -1.355  0.017
O  0.608  1.355  -1.715  -0.229
S  -0.570  3.199  -3.144  0.506
Cl  -0.302  0.335  -3.960  0.365
H  1.923  -2.688  2.462  0.136
H  3.015  -1.940  0.526  0.086
H  -0.346  -1.604  2.973  0.068
H  1.881  -0.535  -1.213  0.130
H  -1.971  0.228  2.607  0.045
H  -1.532  1.359  1.456  0.087
H  -2.641  -0.057  1.093  0.128
H  -1.900  2.874  -2.891  -0.172

=====

Entry 2:
An isolated molecule of C9H8ClO3P in a non-equilibrium geometry. Source: the OMol25 dataset; level of theory: ωB97M-V/def2-TZVPD.

## Properties
- structure (SMILES) = C[P@@](=O)(OCl)c1ccc2occc2c1
- gap between HOMO and LUMO (eV) = 8.8
- total energy (a.u.) = -1374.97267
- HOMO level (Eh) = -0.32923

Each line ends with the Löwdin charge.
Element x y z (Å)
C  3.067  -1.320  -0.979  -0.144
P  2.161  -0.597  0.430  0.545
O  2.225  -1.391  1.660  -0.286
O  2.896  0.876  0.644  -0.727
Cl  3.201  1.944  -0.589  0.697
C  0.470  -0.126  0.054  -0.302
C  0.206  0.849  -0.907  -0.086
C  -1.083  1.316  -1.140  0.034
C  -2.045  0.863  -0.261  -0.218
O  -3.360  1.269  -0.129  0.057
C  -3.889  0.434  0.836  -0.096
C  -3.024  -0.433  1.378  0.022
C  -1.759  -0.168  0.632  -0.124
C  -0.450  -0.647  0.864  -0.009
H  4.043  -0.793  -1.013  0.045
H  2.593  -0.726  -1.805  0.053
H  3.380  -2.336  -0.944  0.048
H  1.073  1.020  -1.466  0.025
H  -1.468  2.051  -1.831  0.123
H  -4.873  0.649  0.984  0.095
H  -3.217  -1.364  1.989  0.137
H  -0.148  -1.367  1.593  0.112

=====

Entry 3:
A structure of composition C9H8CrN2O4Se in a non-equilibrium geometry. Source: the OMol25 dataset; level of theory: ωB97M-V/def2-TZVPD.

## Properties
- ΔE to the lowest compared entry with this formula, charge and spin (kcal/mol) = 46.5
- gap between HOMO and LUMO (alpha / beta) (eV) = 6.6 / 6.2
- total charge = +2
- total energy (a.u.) = -4203.36472
- spin multiplicity = 5
- HOMO level (alpha / beta) (Eh) = -0.59915 / -0.59724

Each line ends with the Löwdin charge.
Element x y z (Å)
Cr  -0.400  -1.231  -1.837  0.229
O  -0.788  4.096  -2.683  -0.030
C  -0.895  3.030  -2.026  0.116
C  1.522  -1.192  -2.386  -0.055
O  2.563  -1.014  -2.715  0.278
C  -2.012  -1.695  -2.894  -0.009
O  -3.034  -1.801  -3.590  0.186
C  -0.491  -0.423  -3.746  -0.002
O  -0.539  -0.532  -4.960  0.205
C  -1.983  1.133  1.155  0.008
N  -0.688  0.634  1.616  -0.107
C  0.167  1.404  2.414  0.057
C  1.364  0.642  2.569  0.056
N  1.160  -0.526  1.836  -0.129
C  2.178  -1.548  1.729  -0.006
C  -0.052  -0.533  1.193  -0.529
Se  -0.689  -1.994  0.159  0.885
H  -2.659  0.282  0.995  0.097
H  -1.859  1.692  0.189  0.074
H  -2.341  1.787  1.940  0.109
H  -0.093  2.338  2.808  0.126
H  2.258  0.873  3.113  0.143
H  3.129  -1.078  1.514  0.110
H  2.268  -2.087  2.677  0.124
H  1.916  -2.260  0.932  0.064

=====

Entry 4:
An isolated molecule of C9H8F5P in a non-equilibrium geometry. Source: the OMol25 dataset; level of theory: ωB97M-V/def2-TZVPD.

## Properties
- ΔE to the lowest compared entry with this formula, charge and spin (kcal/mol) = 28.9
- gap between HOMO and LUMO (alpha / beta) (eV) = 7.3 / 7.3
- total energy (a.u.) = -1188.25496
- HOMO level (alpha / beta) (Eh) = -0.29232 / -0.29234

Each line ends with the Löwdin charge.
Element x y z (Å)
C  0.042  -0.066  2.108  -0.043
C  -0.573  -0.785  1.093  -0.055
C  2.384  0.569  -0.780  -0.114
C  2.132  -0.770  -0.892  -0.259
C  0.624  1.204  1.631  -0.110
C  -0.592  -0.038  -0.159  -0.057
C  0.064  1.266  0.115  -0.152
C  1.331  1.578  -0.833  -0.435
C  0.927  -1.247  -1.486  -0.497
F  3.430  0.977  0.022  0.062
F  2.915  -1.643  -0.312  0.145
F  0.965  1.841  -2.139  0.051
F  1.809  2.786  -0.400  0.092
F  0.800  -2.595  -1.189  -0.049
P  0.351  -0.928  -3.202  0.919
H  -0.075  -0.237  3.216  0.128
H  -1.011  -1.725  1.157  0.085
H  0.220  2.165  2.065  0.140
H  1.695  1.110  1.691  0.106
H  -1.342  -0.102  -0.942  0.088
H  -0.455  2.190  -0.118  0.152
H  -0.775  -0.329  -2.636  -0.126
H  -0.264  -2.208  -3.076  -0.070

=====

Entry 5:
The ion C9H8FIN3O2 with charge -1 in a non-equilibrium geometry. Source: the OMol25 dataset; level of theory: ωB97M-V/def2-TZVPD.

## Properties
- ΔE to the lowest compared entry with this formula, charge and spin (kcal/mol) = 100.8
- gap between HOMO and LUMO (eV) = 4.2
- total charge = -1
- total energy (a.u.) = -1059.88705
- HOMO level (Eh) = -0.10626

Each line ends with the Löwdin charge.
Element x y z (Å)
C  2.597  -2.088  -0.320  -0.044
C  1.251  -1.916  -0.806  -0.150
C  0.091  -1.075  -0.096  -0.143
C  0.234  0.535  -0.312  -0.293
C  0.313  0.805  -1.909  -0.122
N  0.382  1.386  -2.972  0.131
C  1.520  1.131  0.464  -0.085
C  1.791  2.681  0.070  -0.163
N  2.031  3.857  -0.014  0.099
C  -1.130  1.160  0.336  -0.317
O  -1.116  1.845  1.389  0.061
N  -2.433  0.881  -0.313  0.139
C  -3.259  -0.070  0.471  -0.491
O  -3.933  0.306  1.464  -0.329
F  -3.352  -1.477  0.114  -0.034
H  3.508  -1.715  -0.935  0.067
H  2.876  -2.638  0.660  0.073
H  0.955  -2.470  -1.783  0.113
H  -0.918  -1.354  -0.596  0.110
H  -0.038  -1.299  1.034  0.140
H  1.374  1.023  1.605  0.149
H  2.475  0.572  0.176  0.103
H  -2.313  0.425  -1.241  0.119
I  -2.904  -0.505  3.515  -0.135

=====

Entry 6:
An isolated molecule of C9H8FN in a non-equilibrium geometry. Source: the OMol25 dataset; level of theory: ωB97M-V/def2-TZVPD.

## Properties
- structure (SMILES) = C/C1=C/C(F)=C\C=C/C=C=N1
- ΔE to the lowest compared entry with this formula, charge and spin (kcal/mol) = 68.5
- gap between HOMO and LUMO (eV) = 7.2
- total energy (a.u.) = -502.17710
- HOMO level (Eh) = -0.28503

Each line ends with the Löwdin charge.
Element x y z (Å)
C  -0.192  -2.986  -0.006  -0.004
C  0.062  -1.468  -0.108  -0.240
C  1.345  -0.946  -0.205  -0.009
C  1.961  0.279  -0.308  -0.302
F  3.294  0.303  -0.603  0.027
C  1.373  1.561  -0.288  -0.002
C  0.078  2.248  -0.017  -0.091
C  -1.295  2.056  0.214  -0.140
C  -2.398  1.173  0.245  -0.125
C  -2.135  -0.170  0.187  0.037
N  -1.075  -0.737  0.077  0.176
H  -0.159  -3.297  -1.011  0.069
H  -1.140  -3.220  0.473  0.088
H  0.655  -3.311  0.466  0.044
H  2.196  -1.638  -0.124  0.130
H  2.146  2.288  -0.365  0.082
H  0.301  3.212  0.407  0.070
H  -1.667  3.146  0.483  0.128
H  -3.351  1.506  0.481  0.063

=====

Entry 7:
An isolated molecule of C9H8N2 in a non-equilibrium geometry. Source: the OMol25 dataset; level of theory: ωB97M-V/def2-TZVPD.

## Properties
- structure (SMILES) = c1ccc(-c2ncc[nH]2)cc1
- ΔE to the lowest compared entry with this formula, charge and spin (kcal/mol) = 88.1
- gap between HOMO and LUMO (eV) = 9.5
- total energy (a.u.) = -457.13834
- HOMO level (Eh) = -0.31988

Each line ends with the Löwdin charge.
Element x y z (Å)
C  3.140  -0.019  -0.017  -0.051
C  2.413  1.178  0.313  -0.006
C  0.958  1.270  0.298  -0.019
C  0.317  0.134  -0.088  -0.150
C  -1.176  0.122  -0.080  -0.288
N  -1.944  1.010  -0.754  0.115
C  -3.163  0.513  -0.455  -0.272
C  -3.251  -0.449  0.362  -0.161
N  -1.948  -0.765  0.615  0.092
C  1.012  -1.075  -0.480  0.005
C  2.383  -1.072  -0.404  -0.092
H  4.038  -0.058  0.025  0.000
H  2.736  2.140  0.560  0.070
H  0.627  2.290  0.565  0.125
H  -3.994  1.279  -1.125  0.179
H  -4.046  -1.116  0.855  0.145
H  -1.526  -1.600  0.967  0.149
H  0.412  -1.791  -0.521  0.024
H  3.011  -1.992  -0.636  0.134

=====

Entry 8:
An isolated molecule of C9H8N2O in a non-equilibrium geometry. Source: the OMol25 dataset; level of theory: ωB97M-V/def2-TZVPD.

## Properties
- ΔE to the lowest compared entry with this formula, charge and spin (kcal/mol) = 85.7
- gap between HOMO and LUMO (eV) = 8.1
- total energy (a.u.) = -532.39026
- HOMO level (Eh) = -0.30124

Each line ends with the Löwdin charge.
Element x y z (Å)
C  -2.143  -1.816  -0.288  -0.078
C  -0.769  -1.688  -0.100  -0.010
C  -2.887  -0.687  -0.565  -0.149
C  -0.201  -0.433  -0.185  -0.126
C  -1.067  0.655  -0.446  -0.297
C  2.441  -0.654  -0.544  -0.366
C  2.290  -0.455  0.913  0.001
C  0.910  1.988  -0.396  0.035
C  1.205  -0.099  -0.092  -0.105
N  -2.364  0.532  -0.641  0.116
N  -0.485  1.898  -0.500  0.001
O  3.147  -0.985  -1.447  0.129
H  -2.606  -2.787  -0.215  0.096
H  -0.157  -2.554  0.109  0.119
H  -3.952  -0.737  -0.744  0.103
H  2.110  -1.318  1.544  0.111
H  2.858  0.324  1.403  0.103
H  1.295  2.363  0.542  0.083
H  1.465  2.277  -1.283  0.093
H  -0.987  2.587  -1.041  0.141

=====

Entry 9:
A structure of composition C9H8N2O2S2Y in a non-equilibrium geometry. Source: the OMol25 dataset; level of theory: ωB97M-V/def2-TZVPD.

## Properties
- ΔE to the lowest compared entry with this formula, charge and spin (kcal/mol) = 45.1
- gap between HOMO and LUMO (eV) = 5.5
- total charge = +1
- total energy (a.u.) = -1442.25208
- HOMO level (Eh) = -0.39609

Each line ends with the Löwdin charge.
Element x y z (Å)
Y  0.528  -0.605  -1.965  1.664
S  3.244  -0.521  -1.054  0.512
C  2.387  0.107  0.269  -1.074
N  1.067  0.366  0.353  -0.079
C  0.667  0.248  1.710  -0.297
C  -0.658  0.431  2.132  -0.015
C  -0.954  -0.047  3.413  -0.081
C  0.054  -0.500  4.284  -0.079
C  1.395  -0.509  3.872  -0.090
C  1.727  -0.143  2.580  -0.572
S  3.248  0.061  1.919  1.044
H  -1.431  0.848  1.481  0.113
H  -1.933  -0.091  3.907  0.111
H  -0.201  -0.603  5.348  0.115
H  2.224  -0.784  4.589  0.133
N  -1.133  -0.743  -4.409  0.017
C  -1.681  0.522  -3.855  -0.140
C  -0.977  0.713  -2.539  -0.703
O  -1.388  0.129  -1.473  -0.033
O  0.160  1.365  -2.568  -0.044
H  -0.430  -0.545  -5.142  0.112
H  -1.789  -1.485  -4.646  0.107
H  -2.751  0.534  -3.620  0.148
H  -1.376  1.254  -4.586  0.132

=====

Entry 10:
A structure of composition C9H8N2O4V in a non-equilibrium geometry. Source: the OMol25 dataset; level of theory: ωB97M-V/def2-TZVPD.

## Properties
- gap between HOMO and LUMO (alpha / beta) (eV) = 6.7 / 4.2
- total charge = +3
- total energy (a.u.) = -1700.87497
- spin multiplicity = 3
- HOMO level (alpha / beta) (Eh) = -0.76341 / -0.75923

Each line ends with the Löwdin charge.
Element x y z (Å)
V  0.405  -0.046  -0.026  0.549
O  1.276  -0.599  2.928  0.247
C  0.996  -0.393  1.811  -0.039
C  -0.675  0.376  -1.635  -0.057
O  -1.178  0.642  -2.640  0.262
C  0.570  -2.008  -0.560  0.027
O  0.131  -3.075  -0.718  0.251
C  0.752  1.961  0.270  0.031
O  0.399  3.017  0.628  0.247
C  4.144  -0.027  -0.726  0.157
H  4.425  0.760  -0.015  0.124
H  4.333  -1.061  -0.411  0.123
C  3.760  0.267  -1.968  0.170
H  3.616  -0.511  -2.721  0.124
H  3.713  1.304  -2.313  0.124
N  -2.573  0.560  -0.073  0.015
C  -3.765  0.382  0.521  0.065
C  -3.530  -0.463  1.606  0.056
C  -2.145  -0.776  1.629  -0.004
N  -1.545  -0.112  0.591  -0.107
H  -2.551  1.176  -0.891  0.163
H  -4.656  0.875  0.114  0.181
H  -4.293  -0.803  2.278  0.138
H  -1.611  -1.445  2.322  0.153

=====

Entry 11:
An isolated molecule of C9H8N2S in a non-equilibrium geometry. Source: the OMol25 dataset; level of theory: ωB97M-V/def2-TZVPD.

## Properties
- structure (SMILES) = Cc1csc(-c2cccnc2)n1
- ΔE to the lowest compared entry with this formula, charge and spin (kcal/mol) = 5.8
- gap between HOMO and LUMO (eV) = 8.8
- total energy (a.u.) = -855.45254
- HOMO level (Eh) = -0.31611

Each line ends with the Löwdin charge.
Element x y z (Å)
C  -0.888  2.782  2.398  -0.048
C  -0.156  1.613  1.880  -0.459
C  0.730  0.923  2.615  -0.397
S  1.436  -0.347  1.724  1.031
C  0.332  0.033  0.390  -0.507
C  0.211  -0.758  -0.868  -0.199
C  0.832  -2.008  -1.043  -0.036
C  0.605  -2.671  -2.215  -0.078
C  -0.168  -2.048  -3.169  -0.148
N  -0.783  -0.854  -3.045  0.072
C  -0.616  -0.259  -1.854  -0.101
N  -0.405  1.076  0.629  0.091
H  -0.708  3.637  1.705  0.094
H  -0.576  3.046  3.446  0.097
H  -1.939  2.588  2.341  0.068
H  0.984  1.171  3.636  0.078
H  1.443  -2.451  -0.260  0.104
H  1.030  -3.635  -2.399  0.101
H  -0.270  -2.597  -4.107  0.105
H  -1.092  0.760  -1.803  0.133

=====

Entry 12:
An isolated molecule of C9H8N2S in a non-equilibrium geometry. Source: the OMol25 dataset; level of theory: ωB97M-V/def2-TZVPD.

## Properties
- structure (SMILES) = c1ccc2c3n(nc2c1)CCS3
- ΔE to the lowest compared entry with this formula, charge and spin (kcal/mol) = 67.2
- gap between HOMO and LUMO (eV) = 8.1
- total energy (a.u.) = -855.35478
- HOMO level (Eh) = -0.28600

Each line ends with the Löwdin charge.
Element x y z (Å)
C  -2.297  2.326  -0.389  -0.079
C  -1.753  1.989  -1.670  -0.148
C  -0.739  1.083  -1.861  -0.021
C  -0.409  0.258  -0.622  -0.145
C  0.601  -0.653  -0.418  -0.483
N  0.476  -0.957  0.886  -0.227
N  -0.451  -0.317  1.561  0.117
C  -1.028  0.587  0.675  -0.181
C  -1.917  1.721  0.850  0.012
C  1.485  -1.777  1.432  -0.205
C  2.472  -2.152  0.275  -0.405
S  1.620  -1.791  -1.380  0.890
H  -3.160  3.006  -0.468  0.099
H  -1.851  2.658  -2.555  0.104
H  -0.120  1.092  -2.846  0.134
H  -2.332  1.857  1.768  0.063
H  2.208  -1.348  2.248  0.140
H  1.041  -2.744  2.085  0.173
H  2.744  -3.268  0.057  0.091
H  3.410  -1.572  0.375  0.071